No. 1
DFT (the ωB97M-V functional and the def2-TZVPD basis) results for a single C17H21N5O3S molecule.

XYZ file:
```
47
Properties=species:S:1:pos:R:3:nbo_charge:R:1
O -1.04293 0.57259 -3.46436 -0.967
N -0.50849 -2.73418 -1.65755 -0.460
N -2.28071 -4.93876 0.71104 -0.520
N -3.11980 -2.70142 0.69800 -0.533
O 1.77005 4.01525 -1.12158 -0.487
O -0.87752 0.86046 0.80036 -0.557
C -0.85045 -1.46958 -1.78173 0.171
C -3.11258 -3.97873 1.14083 0.281
C -1.39714 -4.53795 -0.16844 0.421
C -2.19811 -2.36721 -0.22089 0.358
C 3.33075 0.67141 -0.92945 -0.178
C 3.08020 2.02036 -0.65308 -0.296
C 2.41944 -0.03542 -1.72900 -0.246
C 1.00056 1.92690 -1.92279 -0.179
C -1.31115 -3.27972 -0.69603 -0.060
C 1.96647 2.69368 -1.22544 0.301
C 1.21814 0.55507 -2.15105 -0.264
N -0.49759 -5.42631 -0.57052 -0.764
N -1.87971 -1.21225 -0.87431 -0.352
S -0.00212 -0.41954 -3.07618 1.314
C 2.81327 4.80728 -0.50535 -0.259
C 1.17936 0.26129 1.91976 -0.621
C -0.48418 1.64791 3.10194 -0.637
C -2.30748 0.66002 0.70105 -0.074
C -2.60689 0.04823 -0.66926 -0.240
C -0.29958 0.53815 2.05008 0.112
H -3.89737 -4.24712 1.83841 0.186
H 4.23592 0.21289 -0.56098 0.222
H 3.80475 2.59253 -0.11019 0.217
H 2.57371 -1.05331 -1.97992 0.221
H 0.09373 2.45150 -2.22056 0.244
H -0.73851 -6.39437 -0.41924 0.403
H -0.03270 -5.11337 -1.42379 0.404
H 3.70950 4.72367 -1.11517 0.184
H 2.55436 5.84431 -0.57605 0.205
H 3.00837 4.53097 0.56312 0.183
H 1.70342 1.18211 1.72532 0.206
H 1.42050 -0.42444 1.10909 0.221
H 1.53337 -0.14474 2.88059 0.212
H -0.00116 2.58840 2.75242 0.207
H -1.52849 1.86491 3.24745 0.207
H -0.08916 1.36144 4.08328 0.213
H -2.80471 1.62946 0.82424 0.186
H -2.66809 0.00077 1.49052 0.191
H -2.38753 0.75447 -1.42302 0.244
H -3.68022 -0.13953 -0.79386 0.219
H -0.81151 -0.39806 2.40225 0.160
```

HOMO energy (eV): -8.55
Charge: 0
Kohn-Sham gap (eV): 8.874
Multiplicity: 1



No. 2
DFT (the ωB97M-V functional and the def2-TZVPD basis) results for a single C17H21N5OS molecule.

XYZ file:
```
45
Properties=species:S:1:pos:R:3:nbo_charge:R:1
C 1.59292 -3.69894 4.41517 -0.692
S 1.96235 -2.37076 3.16842 0.230
C 0.41180 -1.48098 2.98328 0.263
N -0.58736 -1.58040 3.89410 -0.496
C -1.79019 -0.95740 3.65090 0.147
C -2.01514 -0.39803 2.40484 -0.209
C -3.27557 0.21194 2.13072 -0.183
C -3.51825 0.93472 0.92785 -0.170
C -2.43517 1.00742 0.01408 -0.024
C -2.38690 1.65090 -1.36385 -0.236
C -3.41371 2.27808 -2.08476 0.640
N -3.29546 3.32513 -2.92881 -0.802
O -4.57229 2.04552 -1.80135 -0.619
C -1.07656 1.41329 -1.72559 0.070
N -0.28621 0.81794 -0.74250 -0.351
C 1.17600 0.86071 -0.70685 -0.228
C 1.94806 -0.17836 -1.63567 -0.006
C 1.42718 -0.07375 -3.13232 -0.667
C 1.52264 -1.65216 -1.04872 -0.631
C 3.50740 -0.01930 -1.51514 -0.224
N 3.79735 1.39332 -1.89220 -0.863
C -1.19605 0.46488 0.34415 0.112
C -0.95721 -0.14533 1.63340 0.243
N 0.24614 -0.74649 1.87130 -0.499
H 1.29091 -3.32007 5.31110 0.224
H 2.50306 -4.28838 4.49998 0.227
H 0.92132 -4.41306 3.98806 0.221
H -2.57789 -0.98209 4.47940 0.215
H -4.17113 0.07273 2.72835 0.217
H -4.40184 1.49476 0.76760 0.240
H -4.12789 3.85147 -2.94588 0.398
H -2.50405 3.90603 -2.72542 0.368
H -0.72416 1.78237 -2.67621 0.225
H 1.60049 0.68633 0.25991 0.245
H 1.50701 1.79747 -1.13062 0.189
H 1.88150 -0.62931 -3.98620 0.227
H 0.42734 -0.54222 -3.13631 0.218
H 1.53663 0.90776 -3.62932 0.224
H 1.68195 -2.44561 -1.80956 0.208
H 0.48123 -1.73590 -0.68539 0.222
H 2.16178 -1.89647 -0.13679 0.217
H 3.69664 -0.26787 -0.48029 0.178
H 3.95537 -0.77749 -2.30613 0.209
H 3.27118 2.04609 -1.36067 0.352
H 4.80479 1.65150 -1.88606 0.370
```

HOMO energy (eV): -8.10
Charge: 0
SMILES: CSc1ncc2ccc3c(C(N)=O)cn(CC(C)(C)CN)c3c2n1
Kohn-Sham gap (eV): 8.020
Multiplicity: 1



No. 3
DFT (the ωB97M-V functional and the def2-TZVPD basis) results for a single C17H21NO3 molecule.

XYZ file:
```
42
Properties=species:S:1:pos:R:3:nbo_charge:R:1
O 1.09032 -0.88165 -3.49764 -0.618
C 1.68960 -0.82655 -2.44595 0.643
C 3.09020 -0.18989 -2.34015 -0.163
O 3.06554 1.06562 -1.66739 -0.490
C 3.09932 1.07156 -0.33315 0.783
O 3.10036 0.06104 0.33990 -0.632
C 3.14238 2.43720 0.23164 -0.110
C 3.21796 2.57835 1.61616 -0.179
C 3.26408 3.83785 2.18168 -0.217
C 3.23324 4.96151 1.37056 -0.180
C 3.15559 4.82522 -0.00704 -0.217
C 3.11043 3.56862 -0.58072 -0.183
N 1.24408 -1.31841 -1.28061 -0.616
C -0.07411 -1.88898 -1.11821 -0.230
C -0.92414 -1.02897 -0.18377 -0.419
C -2.27355 -1.59984 0.16654 0.020
C -2.83579 -2.62869 -0.45099 -0.199
C -4.17740 -3.19549 -0.09570 -0.432
C -4.66292 -2.70283 1.26358 -0.392
C -4.44663 -1.19822 1.36339 -0.390
C -2.95295 -0.89414 1.31167 -0.435
H 3.76799 -0.87521 -1.81909 0.206
H 3.45447 0.02394 -3.34588 0.221
H 3.24238 1.68885 2.22745 0.236
H 3.32440 3.94611 3.25423 0.218
H 3.26942 5.94625 1.81262 0.216
H 3.13067 5.70333 -0.63493 0.218
H 3.04924 3.45336 -1.65129 0.234
H 1.80615 -1.18644 -0.44672 0.426
H -0.51830 -1.94199 -2.11370 0.233
H 0.02371 -2.89942 -0.70862 0.195
H -1.06589 -0.04508 -0.64337 0.215
H -0.36682 -0.86944 0.74604 0.202
H -2.34325 -3.11182 -1.28166 0.199
H -4.12256 -4.28735 -0.10442 0.211
H -4.89471 -2.90648 -0.87180 0.206
H -4.09824 -3.19948 2.05543 0.195
H -5.71812 -2.94895 1.39633 0.207
H -4.87393 -0.80928 2.28981 0.206
H -4.94749 -0.70678 0.52688 0.197
H -2.79231 0.18330 1.22004 0.210
H -2.48236 -1.21070 2.24888 0.206
```

HOMO energy (eV): -8.96
Charge: 0
SMILES: O=C(COC(=O)c1ccccc1)NCCC1=CCCCC1
Kohn-Sham gap (eV): 9.194
Multiplicity: 1



No. 4
DFT (the ωB97M-V functional and the def2-TZVPD basis) results for a single C17H21NO4 molecule.

XYZ file:
```
43
Properties=species:S:1:pos:R:3:nbo_charge:R:1
C 0.81590 0.72211 -4.81490 -0.241
O 1.89832 -0.11582 -5.15117 -0.495
C 2.10472 -1.30117 -4.51153 0.240
C 3.01147 -2.14074 -5.15378 -0.226
C 3.35000 -3.37661 -4.63999 -0.220
C 2.77040 -3.80065 -3.46083 -0.226
C 1.87134 -2.97947 -2.80180 -0.293
C 1.53047 -1.72785 -3.29934 0.288
O 0.66418 -0.87218 -2.65358 -0.518
C 0.05247 -1.30257 -1.46345 -0.104
C -0.84947 -0.21024 -0.98799 0.278
C -1.58135 0.72212 -1.66547 -0.298
C -2.24951 1.48659 -0.68498 -0.235
C -1.88417 0.96492 0.52693 0.154
C -2.28805 1.37172 1.88507 0.625
O -3.04260 2.30494 2.08294 -0.617
N -1.75886 0.60549 2.86667 -0.603
C -1.96483 0.87751 4.26713 -0.225
C -0.66710 1.27580 4.98334 -0.217
C -0.09755 2.55834 4.38440 -0.609
C -0.93805 1.44976 6.47494 -0.603
O -1.02328 -0.07158 0.34106 -0.406
H 0.81923 1.50603 -5.57252 0.190
H -0.13353 0.18264 -4.85626 0.173
H 0.93615 1.16930 -3.82633 0.188
H 3.44228 -1.78358 -6.07568 0.225
H 4.05644 -4.00266 -5.16213 0.216
H 3.01304 -4.76511 -3.04231 0.214
H 1.43889 -3.32771 -1.87751 0.215
H -0.53357 -2.21994 -1.64090 0.194
H 0.79813 -1.51105 -0.68212 0.195
H -1.62704 0.84555 -2.72712 0.233
H -2.91461 2.31070 -0.83722 0.246
H -1.11109 -0.12482 2.61599 0.401
H -2.68752 1.69526 4.31785 0.233
H -2.39559 -0.00838 4.74775 0.192
H 0.06305 0.46768 4.84987 0.185
H -0.80999 3.37235 4.49442 0.210
H 0.11039 2.43206 3.32431 0.211
H 0.82724 2.83514 4.88532 0.208
H -1.66764 2.24001 6.63503 0.206
H -0.02289 1.71588 6.99810 0.211
H -1.32583 0.53024 6.90778 0.206
```

HOMO energy (eV): -8.31
Charge: 0
SMILES: COc1ccccc1OCc1ccc(C(=O)NCC(C)C)o1
Kohn-Sham gap (eV): 8.887
Multiplicity: 1



No. 5
DFT (the ωB97M-V functional and the def2-TZVPD basis) results for a 3-piece molecular cluster, C17H21NO8S overall.

XYZ file:
```
48
Properties=species:S:1:pos:R:3:nbo_charge:R:1
O 3.59532 2.96258 -1.09356 -0.441
C 2.85175 2.31072 -1.86943 0.868
N 1.91650 1.67711 -2.58973 -0.306
O 0.94393 1.31577 -1.68233 -0.557
S -0.60894 1.59172 -2.31971 1.667
O -1.03295 0.24027 -2.89091 -0.881
O -1.72275 1.94909 -1.10436 -0.678
C -1.16112 1.75272 0.24547 -0.134
C -0.89091 0.21336 0.63368 -0.494
C 0.54819 -0.09098 1.27102 -0.012
C 0.89250 -1.61574 1.59283 -0.237
C 2.22252 -2.10289 2.25510 -0.197
C 3.28507 -0.97940 2.62899 -0.243
C 3.02103 0.54821 2.32169 -0.229
C 1.64534 0.95573 1.65325 -0.256
H -1.98111 2.13864 0.97842 0.265
H -0.25509 2.44830 0.33795 0.192
H -1.69215 -0.14381 1.38794 0.235
H -1.03831 -0.44450 -0.31563 0.252
H 0.09164 -2.40461 1.31024 0.221
H 2.43690 -3.20582 2.46188 0.267
H 4.27902 -1.25772 3.13431 0.223
H 3.78096 1.37916 2.56213 0.231
H 1.47581 2.07205 1.47169 0.214
O -3.18492 3.03123 2.07129 -0.579
C -4.26041 3.09474 1.52369 0.804
O -4.94104 4.25322 1.31367 -0.478
C -6.21944 3.95481 0.74310 -0.072
C -6.06477 2.59196 0.11240 -0.430
C -5.05780 1.92361 1.02145 -0.534
H -6.96779 3.96127 1.54143 0.180
H -6.48086 4.71807 0.00750 0.201
H -7.00718 2.04779 0.02633 0.225
H -5.64120 2.69397 -0.89222 0.216
H -5.53884 1.42988 1.86942 0.242
H -4.42554 1.22283 0.47454 0.249
O 2.93372 -4.25542 0.65087 -0.579
C 3.29642 -4.18078 -0.49733 0.802
O 3.84860 -5.21315 -1.19237 -0.486
C 4.26094 -4.74865 -2.48172 -0.071
C 3.43732 -3.50979 -2.74039 -0.429
C 3.25227 -2.94353 -1.35000 -0.534
H 5.33383 -4.53545 -2.44899 0.177
H 4.07737 -5.52447 -3.22784 0.197
H 3.91093 -2.81562 -3.43726 0.223
H 2.46349 -3.79156 -3.15445 0.212
H 4.07633 -2.28467 -1.06519 0.241
H 2.29541 -2.43026 -1.24884 0.256
```

HOMO energy (eV): -8.31
Charge: 0
Kohn-Sham gap (eV): 7.434
Multiplicity: 1



No. 6
DFT (the ωB97M-V functional and the def2-TZVPD basis) results for a 4-piece molecular cluster, C17H22BF3NO13 overall.

XYZ file:
```
57
Properties=species:S:1:pos:R:3:nbo_charge:R:1
C -0.71030 2.42677 3.38974 -0.634
C 0.29166 2.90844 2.35298 -0.062
O 0.40646 1.92111 1.31378 -0.697
B 1.16003 2.18271 0.21861 1.137
O 1.82574 1.17774 -0.43000 -0.887
C 1.24338 3.65404 -0.40156 -0.189
C 2.26639 4.55877 -0.08530 -0.226
C 2.28210 5.79520 -0.67131 0.085
N 1.32984 6.14123 -1.55678 -0.436
C 0.32779 5.30621 -1.88734 0.261
C -0.68510 5.79543 -2.90568 -0.132
O -1.21753 4.71635 -3.61899 -0.262
O -2.44474 4.35941 -2.96184 -0.449
C 0.26844 4.05618 -1.31514 -0.219
H -0.26828 1.67379 4.04055 0.221
H -1.08922 3.25132 3.99053 0.232
H -1.54779 1.95571 2.88439 0.234
H -0.04836 3.86902 1.95352 0.163
H 1.26187 3.05074 2.83418 0.178
H 1.23166 0.41572 -0.51378 0.520
H 3.05647 4.30613 0.60698 0.255
H 3.04801 6.52411 -0.44713 0.245
H 1.37028 7.05445 -1.99303 0.440
H -0.17205 6.42551 -3.63937 0.217
H -1.46837 6.38037 -2.42087 0.242
H -2.98637 4.08554 -3.71694 0.487
H -0.54819 3.40407 -1.59262 0.268
C 1.91392 -3.22015 -2.68660 -0.130
C 1.91818 -2.19411 -1.57455 0.441
O 1.40566 -2.91852 -0.48056 -0.494
C 1.70571 -4.23749 -0.68120 0.973
O 1.63380 -5.07751 0.14748 -0.553
O 2.10688 -4.43425 -1.95739 -0.474
F 1.08268 -1.14360 -1.83453 -0.346
H 0.94772 -3.24849 -3.19256 0.209
H 2.70605 -3.07931 -3.41601 0.218
H 2.90264 -1.79902 -1.31975 0.164
C 2.48580 -8.12891 -0.33200 -0.135
C 1.93577 -8.85903 -1.53626 0.446
O 2.61460 -10.09625 -1.48464 -0.495
C 2.94026 -10.33844 -0.17877 0.966
O 3.29765 -11.38262 0.24353 -0.546
O 2.78180 -9.21093 0.55654 -0.485
F 2.23682 -8.23083 -2.70186 -0.331
H 3.40641 -7.59948 -0.58222 0.198
H 1.78314 -7.43779 0.11747 0.229
H 0.85969 -9.03946 -1.50522 0.151
C -5.98962 1.58107 2.72009 -0.130
C -4.81151 0.63557 2.63294 0.445
O -3.78866 1.36245 3.28915 -0.508
C -4.39023 2.20322 4.18746 0.969
O -3.82133 2.77100 5.05428 -0.548
O -5.71568 2.28481 3.93429 -0.476
F -4.43502 0.40066 1.35108 -0.328
H -5.99052 2.28219 1.88412 0.201
H -6.95047 1.07801 2.77734 0.217
H -4.95597 -0.31889 3.14079 0.161
```

HOMO energy (eV): -12.26
Charge: +1
Kohn-Sham gap (eV): 8.033
Multiplicity: 1